Here is a structure of composition C3H4FNO at a distorted geometry from OMol25. Energies are from ωB97M-V/def2-TZVPD.

Summary:
HOMO energy (spin up / spin down)   -0.2829 / -0.4302 Ha
LUMO (spin up / spin down)   -0.194 / -2.643 eV
Frontier orbital gap (spin up / spin down)   7.504 / 9.064 eV
Energy relative to the best compared isomer or geometry (same formula, charge and spin)   2.7928 eV
Expectation value of S²   2.011

Geometry as ORCA input:
```
! wB97M-V def2-TZVPD RIJCOSX def2/J DEFGRID3
* xyz 0 3
C 0.917 1.349 -0.114
C -1.162 -0.053 0.394
C 0.210 0.112 -0.241
N 1.325 2.424 -0.233
O 1.243 -1.186 0.455
F 1.810 -2.000 -0.555
H -1.831 -0.041 -0.497
H -1.290 -1.039 0.904
H -1.601 0.747 1.081
H 0.378 -0.312 -1.195
*
```

Here is a cluster of 3 separate species, C5H12O2 in total at a distorted geometry from OMol25. Energies are from ωB97M-V/def2-TZVPD.

Summary:
SMILES   C=CC(=C)C.O.O
HOMO energy   -0.3127 Ha
LUMO   0.729 eV
Frontier orbital gap   9.238 eV
Energy relative to the best compared isomer or geometry (same formula, charge and spin)   2.1376 eV

Geometry as ORCA input:
```
! wB97M-V def2-TZVPD RIJCOSX def2/J DEFGRID3
* xyz 0 1
C 2.303 -1.779 -1.585
C 1.650 -0.645 -1.878
C 0.401 -0.213 -1.249
C 0.238 -0.425 0.072
C -0.533 0.559 -2.109
H 2.100 -2.363 -0.700
H 3.164 -2.025 -2.194
H 2.049 0.040 -2.622
H -0.728 -0.150 0.481
H 1.009 -0.802 0.719
H -1.025 -0.128 -2.808
H 0.014 1.309 -2.692
H -1.297 1.164 -1.622
O -0.540 2.030 2.234
H -0.522 2.981 2.170
H -1.236 1.760 1.615
O -2.273 -0.236 2.941
H -3.207 -0.525 3.034
H -1.889 -0.283 3.807
*
```

- Among the records above, which one has the highest energy relative to the best compared isomer or geometry (same formula, charge and spin)?
  C3H4FNO

- Which formula does entry 1 have?
  C3H4FNO

- Which of these has the lowest energy relative to the best compared isomer or geometry (same formula, charge and spin)?
  C5H12O2